53
Properties=species:S:1:pos:R:3 method="wB97M-V/def2-TZVPD" homo_lumo_gap_ev="5.071 / 5.095" e_homo_ev="-5.820 / -5.845" e_tot_ha=-1517.37984 e_lumo_ha="-0.028 / -0.028"
O -0.931 -0.509 -4.872
H -0.182 -0.221 -5.417
Cd 0.084 -0.127 -1.590
N -0.292 1.827 -0.197
N 1.379 1.615 -2.174
N -1.517 -0.941 -0.044
N -0.793 -2.084 -2.279
O -1.228 2.042 0.674
O -1.935 -0.355 1.099
O -0.690 -2.660 -3.521
O 1.917 1.621 -3.323
C 1.616 2.639 -1.304
C 0.765 2.676 -0.163
C -1.817 -2.235 -0.145
C -1.396 -2.860 -1.379
C 0.962 3.581 1.001
H 1.153 2.998 1.915
H 0.063 4.191 1.168
H 1.819 4.241 0.839
C 2.716 3.589 -1.591
H 2.648 3.948 -2.627
H 3.693 3.096 -1.477
H 2.689 4.450 -0.918
C -2.526 -2.999 0.925
C -1.672 -4.285 -1.703
H -2.980 -2.311 1.645
H -1.823 -3.654 1.462
H -3.304 -3.642 0.494
H -0.857 -4.704 -2.303
H -2.607 -4.393 -2.274
H -1.777 -4.867 -0.781
H -1.709 0.644 0.942
H -0.724 -1.855 -4.155
C -1.285 0.602 -3.958
H -0.440 1.287 -3.791
H -1.726 0.183 -3.037
H -2.090 1.160 -4.462
O -4.040 2.536 -0.638
H -4.280 1.628 -0.898
H -3.151 2.454 -0.230
N 1.546 -0.699 0.151
C 1.717 -0.684 1.310
C 1.903 -0.663 2.721
C 0.928 -0.059 3.529
C 1.092 -0.025 4.914
C 2.230 -0.599 5.497
C 3.204 -1.209 4.692
C 3.041 -1.243 3.305
H 0.042 0.374 3.057
H 0.328 0.448 5.533
H 2.358 -0.574 6.578
H 4.090 -1.659 5.140
H 3.785 -1.715 2.660


17
Properties=species:S:1:pos:R:3 method="wB97M-V/def2-TZVPD" homo_lumo_gap_ev=7.388 e_homo_ev=-3.646 smiles="[O-][N+]([O-])=C1c2nonc2C=C[C@@H]1O" e_tot_ha=-696.12182 charge=-1 e_lumo_ha=0.138
O 1.732 0.875 -2.716
N 0.682 1.525 -2.625
O 0.249 2.356 -3.415
C -0.064 1.275 -1.352
C -1.277 1.870 -1.106
N -1.872 2.902 -1.620
O -2.956 3.105 -0.809
N -2.985 2.241 0.244
C -1.944 1.471 0.127
C -1.373 0.370 0.941
C -0.410 -0.401 0.405
C 0.518 0.083 -0.691
O 1.728 0.306 0.088
H -1.994 0.230 1.829
H -0.115 -1.178 0.998
H 0.650 -0.849 -1.351
H 2.270 0.609 -0.618


39
Properties=species:S:1:pos:R:3 method="wB97M-V/def2-TZVPD" homo_lumo_gap_ev=8.927 e_homo_ev=-12.012 e_tot_ha=-1691.03822 charge=+1 e_lumo_ha=-0.113
Sn -2.365 0.488 -1.559
C -3.914 2.791 4.172
N -3.495 2.042 3.004
C -2.417 2.158 2.245
S -2.240 0.958 0.991
N -1.429 3.034 2.370
C -1.150 4.008 3.407
H -4.783 2.298 4.601
H -4.194 3.812 3.907
H -3.130 2.813 4.928
H -4.105 1.289 2.712
H -0.694 2.890 1.690
H -1.994 4.673 3.565
H -0.298 4.604 3.091
H -0.890 3.524 4.348
O -1.307 -1.512 -2.838
C -0.928 -1.797 -1.688
O -1.598 -1.446 -0.668
C 0.399 -2.419 -1.461
C 1.074 -2.055 -0.298
C 2.343 -2.536 -0.059
C 2.922 -3.381 -0.998
C 2.267 -3.735 -2.171
C 0.998 -3.240 -2.411
N 4.255 -3.894 -0.746
O 4.685 -4.724 -1.512
O 4.846 -3.441 0.209
H 0.585 -1.393 0.399
H 2.899 -2.269 0.826
H 2.772 -4.384 -2.871
H 0.456 -3.497 -3.308
N 0.792 0.064 -3.932
C 0.903 0.681 -2.753
N 2.134 0.961 -2.296
O -0.092 1.041 -2.084
H 1.605 -0.296 -4.404
H -0.098 -0.362 -4.145
H 2.968 0.758 -2.818
H 2.217 1.495 -1.448


20
Properties=species:S:1:pos:R:3 method="wB97M-V/def2-TZVPD" homo_lumo_gap_ev=9.128 e_homo_ev=-8.153 smiles="C=C[C@@H](N)N(C)NN" e_tot_ha=-378.50610 e_lumo_ha=0.036
C 1.425 1.482 -1.663
C 0.907 1.640 -0.440
C 0.123 0.700 0.436
N -1.234 1.217 0.551
N -0.035 -0.699 0.125
C -0.349 -1.220 -1.181
N 0.232 -1.681 1.100
N -0.614 -1.563 2.232
H 1.330 0.570 -2.237
H 1.958 2.303 -2.137
H 1.064 2.613 0.030
H 0.589 0.793 1.426
H -1.793 0.378 0.702
H -1.517 1.532 -0.374
H -0.992 -2.105 -1.107
H -0.901 -0.494 -1.786
H 0.553 -1.517 -1.727
H 1.226 -1.784 1.337
H -1.582 -1.437 1.934
H -0.393 -0.728 2.778


71
Properties=species:S:1:pos:R:3 method="wB97M-V/def2-TZVPD" homo_lumo_gap_ev=5.167 e_homo_ev=-6.801 e_tot_ha=-1833.37352 e_lumo_ha=-0.060
C -3.496 5.744 0.496
C -2.114 5.011 -0.041
C -1.683 5.463 -1.560
C -2.528 4.608 -2.713
C -1.920 3.100 -2.969
C -2.948 1.882 -2.566
C -2.211 0.389 -2.554
C -1.860 0.030 -0.989
C -0.356 -0.700 -0.919
C 0.062 -0.714 0.659
N 0.568 0.636 1.209
C 0.676 0.336 2.719
O -0.665 0.735 3.175
O 1.672 1.220 3.397
C 1.302 2.620 3.126
N 0.717 3.780 2.926
C 1.103 -1.278 2.827
C 0.123 -2.158 3.800
F -1.279 -2.282 3.340
F 0.613 -3.516 4.132
F 0.064 -1.417 5.116
C 1.239 -1.713 1.217
C 0.784 -3.260 0.827
C 1.956 -4.384 1.052
O 2.834 -4.602 0.033
O 2.133 -5.246 2.234
C 2.777 -1.442 0.619
C 4.132 -1.420 1.584
C 5.665 -1.108 0.991
C 5.954 -0.797 -0.603
C 4.611 -0.866 -1.594
C 3.078 -1.179 -1.003
H -4.444 5.096 0.234
H -3.570 6.832 0.021
H -3.408 5.854 1.674
H -2.218 3.835 0.042
H -1.239 5.374 0.684
H -1.910 6.631 -1.632
H -0.515 5.330 -1.674
H -3.668 4.562 -2.427
H -2.386 5.220 -3.724
H -0.972 3.000 -2.274
H -1.583 2.981 -4.104
H -3.363 2.140 -1.488
H -3.875 1.870 -3.285
H -2.866 -0.444 -3.070
H -1.162 0.548 -3.096
H -2.662 -0.682 -0.470
H -1.773 1.020 -0.371
H 0.378 -0.053 -1.562
H -0.501 -1.747 -1.420
H -0.971 -0.930 1.189
H -0.235 1.305 1.148
H 1.439 1.041 0.756
H -0.695 0.889 4.165
H 2.081 -1.196 3.462
H 0.448 -3.365 -0.315
H -0.168 -3.628 1.446
H 2.593 -4.773 2.988
H 4.090 -1.626 2.744
H 6.617 -1.067 1.709
H 7.041 -0.546 -1.027
H 4.818 -0.660 -2.740
H 2.231 -1.201 -1.819
C -1.202 -6.129 -1.626
C -1.253 -4.838 -2.426
O -1.921 -4.893 -3.496
O -0.618 -3.874 -1.914
H -1.769 -6.925 -2.119
H -0.164 -6.459 -1.519
H -1.627 -5.966 -0.631


60
Properties=species:S:1:pos:R:3 method="wB97M-V/def2-TZVPD" homo_lumo_gap_ev=6.321 e_homo_ev=-11.384 e_tot_ha=-4658.25459 charge=+1 e_lumo_ha=-0.186
C -2.737 -1.452 1.322
C -2.939 0.162 1.112
C -3.476 0.520 -0.431
N -2.600 1.518 -1.153
C -1.204 0.966 -1.436
C -1.182 -0.535 -2.176
C 0.253 -1.260 -2.601
P 0.314 -2.963 -3.506
S 2.029 -3.843 -3.118
C 1.616 -0.375 -2.209
C 1.459 1.112 -1.473
Br 3.229 2.066 -1.133
N 0.097 1.730 -1.110
C -0.001 3.103 -0.485
C 0.659 3.251 1.004
C 0.736 1.874 1.886
N 1.744 0.755 1.741
O -0.169 1.737 2.889
H -3.096 -1.718 2.404
H -3.336 -2.109 0.560
H -1.595 -1.717 1.248
H -1.948 0.767 1.245
H -3.737 0.574 1.887
H -4.524 1.066 -0.258
H -3.724 -0.454 -1.032
H -3.050 1.769 -2.081
H -2.187 -1.111 -2.458
H -0.838 -3.742 -3.113
H 0.255 -2.681 -4.947
H 2.693 -0.786 -2.474
H 0.617 3.834 -1.198
H -1.082 3.553 -0.436
H 1.764 3.648 0.869
H 0.063 4.080 1.605
H 1.705 0.217 2.658
H 2.711 1.200 1.773
C -4.841 4.301 -2.805
O -4.851 3.097 -2.601
N -5.597 5.164 -2.103
N -4.074 4.872 -3.751
H -5.603 6.158 -2.256
H -6.190 4.775 -1.381
H -3.489 4.258 -4.302
H -4.052 5.861 -3.933
C 1.958 -0.323 6.237
O 2.038 0.585 7.049
N 2.590 -1.499 6.397
N 1.230 -0.228 5.109
H 2.536 -2.259 5.739
H 3.149 -1.612 7.233
H 0.738 0.641 4.950
H 1.152 -0.965 4.429
C 5.420 -5.528 -0.929
O 5.000 -4.537 -0.353
N 4.857 -6.010 -2.051
N 6.484 -6.226 -0.493
H 5.189 -6.825 -2.540
H 4.053 -5.514 -2.413
H 6.938 -5.897 0.349
H 6.845 -7.045 -0.954


21
Properties=species:S:1:pos:R:3 method="wB97M-V/def2-TZVPD" homo_lumo_gap_ev="4.727 / 6.833" spin_multiplicity=2 e_homo_ev="2.387 / 0.237" e_tot_ha=-349.44596 charge=-2 s_squared=0.767 e_lumo_ha="0.261 / 0.260"
C -2.085 1.240 1.338
O -3.121 0.540 0.868
C -0.890 1.300 0.206
C -0.935 0.134 -0.778
C -0.342 -1.096 -0.040
C 1.096 -0.928 0.491
C 2.134 -0.295 -0.447
C 3.059 -1.150 -1.092
H -1.533 0.976 2.269
H -2.374 2.303 1.591
H -1.039 2.220 -0.421
H 0.040 1.415 0.753
H -0.367 0.460 -1.659
H -2.043 0.003 -0.895
H -0.908 -1.306 0.847
H -0.390 -2.025 -0.601
H 1.222 -0.367 1.487
H 1.375 -1.976 0.655
H 1.943 0.731 -0.785
H 3.521 -0.653 -1.990
H 1.637 -1.528 -1.798


90
Properties=species:S:1:pos:R:3 method="wB97M-V/def2-TZVPD" homo_lumo_gap_ev="5.615 / 6.017" spin_multiplicity=4 e_homo_ev="-11.818 / -11.821" e_tot_ha=-9362.22375 charge=+2 s_squared=3.753 e_lumo_ha="-0.228 / -0.213"
Nd -0.665 -1.414 1.572
C 1.403 0.035 2.972
C 2.882 -0.233 2.674
Ge 3.451 -0.750 0.756
C 2.267 -2.303 0.098
C 1.466 -3.226 1.040
C 5.369 -1.100 0.402
C 5.822 -0.076 -0.390
Ge 4.245 1.109 -0.694
C 3.413 1.308 -2.507
C 1.956 1.854 -2.559
C 4.347 2.754 0.342
C 5.739 3.176 0.880
C 7.256 0.250 -0.761
C 7.609 1.008 -1.902
C 8.979 1.083 -2.275
C 9.956 0.455 -1.530
C 9.593 -0.105 -0.306
C 8.257 -0.307 -0.050
H 1.238 1.003 3.474
H 0.915 -0.781 3.605
H 0.862 0.128 1.973
H 3.291 -0.997 3.370
H 3.524 0.641 2.908
H 3.060 -2.954 -0.307
H 1.623 -1.949 -0.694
H 1.608 -2.962 2.113
H 1.814 -4.250 1.021
H 0.357 -3.388 0.716
H 5.955 -2.041 0.614
H 3.449 0.306 -2.943
H 4.120 1.964 -3.007
H 1.230 1.028 -2.399
H 1.626 2.253 -3.522
H 1.756 2.565 -1.773
H 3.766 2.504 1.191
H 3.806 3.649 -0.139
H 6.445 3.549 0.194
H 6.242 2.384 1.488
H 5.576 4.065 1.502
H 6.853 1.520 -2.469
H 9.257 1.454 -3.265
H 11.020 0.428 -1.860
H 10.338 -0.631 0.352
H 7.929 -0.932 0.819
Br -10.666 3.765 -5.574
C -9.339 2.643 -4.781
C -8.755 1.713 -5.699
C -7.732 0.909 -5.215
C -7.127 1.084 -3.963
C -7.786 1.964 -2.999
C -8.881 2.695 -3.430
N -6.019 0.293 -3.671
N -5.216 0.846 -2.867
C -4.097 0.053 -2.400
C -3.944 -1.275 -2.697
C -2.926 -2.070 -2.122
C -2.049 -1.480 -1.234
O -1.349 -2.313 -0.397
C -2.063 -0.058 -0.951
N -1.229 0.438 0.071
C -1.446 1.741 0.469
C -2.270 2.592 -0.255
C -3.121 2.071 -1.263
C -3.094 0.698 -1.527
H -9.048 1.711 -6.803
H -7.407 0.071 -5.887
H -7.414 1.971 -1.995
H -9.492 3.280 -2.739
H -4.718 -1.689 -3.271
H -2.808 -3.119 -2.331
H -0.908 2.130 1.339
H -2.351 3.618 0.065
H -3.919 2.651 -1.753
C -2.120 -3.272 5.851
C -2.445 -3.861 4.467
S -3.182 -2.814 3.228
O -2.100 -1.608 3.235
C -4.695 -2.154 3.926
C -4.587 -0.679 4.338
H -1.396 -3.927 6.393
H -3.013 -3.154 6.488
H -1.710 -2.244 5.704
H -2.996 -4.795 4.568
H -1.561 -4.242 3.874
H -5.011 -2.899 4.697
H -5.354 -2.337 3.059
H -4.453 -0.084 3.456
H -3.721 -0.544 5.015
H -5.487 -0.393 4.859


105
Properties=species:S:1:pos:R:3 method="wB97M-V/def2-TZVPD" homo_lumo_gap_ev=4.974 e_homo_ev=-10.587 e_tot_ha=-13149.99168 charge=+1 e_lumo_ha=-0.206
W -1.281 0.302 -0.409
C 3.633 1.104 0.498
C 2.330 1.818 0.863
C 2.604 3.316 1.051
C 1.695 1.237 2.109
C 2.518 0.903 3.175
C 1.997 0.428 4.367
C 0.630 0.335 4.522
C -0.240 0.678 3.491
C -1.718 0.759 3.798
C -2.024 2.076 4.523
C -2.272 -0.420 4.596
C 0.311 1.072 2.261
N -0.547 1.445 1.118
C -0.663 2.847 1.028
O -0.683 3.624 1.936
C -0.618 3.292 -0.404
C -0.363 4.558 -0.881
C -0.253 4.717 -2.258
C -0.351 3.620 -3.109
C -0.585 2.390 -2.535
N -0.751 2.274 -1.232
C -0.526 1.044 -3.190
O -0.616 0.887 -4.370
N -0.316 0.026 -2.219
C 0.386 -1.119 -2.794
C -0.120 -2.427 -2.700
C 0.626 -3.472 -3.231
C 1.838 -3.249 -3.857
C 2.329 -1.959 -3.931
C 1.636 -0.877 -3.397
C 2.334 0.473 -3.478
C 3.769 0.385 -2.944
C 2.393 1.006 -4.916
C -1.471 -2.759 -2.103
C -2.482 -3.003 -3.219
C -1.436 -3.924 -1.122
H 3.980 1.440 -0.475
H 4.424 1.333 1.215
H 3.504 0.019 0.470
H 1.639 1.698 0.025
H 3.315 3.463 1.867
H 3.044 3.742 0.145
H 1.704 3.879 1.305
H 3.590 1.019 3.075
H 2.658 0.157 5.181
H 0.219 0.002 5.467
H -2.217 0.783 2.839
H -1.580 2.066 5.522
H -1.628 2.934 3.982
H -3.104 2.202 4.647
H -1.866 -0.448 5.609
H -3.356 -0.319 4.690
H -2.051 -1.371 4.122
H -0.251 5.381 -0.187
H -0.058 5.699 -2.671
H -0.215 3.698 -4.179
H 0.235 -4.480 -3.170
H 2.397 -4.073 -4.282
H 3.286 -1.786 -4.409
H 1.804 1.194 -2.852
H 4.425 -0.085 -3.679
H 4.165 1.389 -2.763
H 3.831 -0.186 -2.020
H 2.948 0.307 -5.545
H 1.411 1.142 -5.360
H 2.928 1.959 -4.936
H -1.792 -1.878 -1.562
H -2.160 -3.852 -3.828
H -3.466 -3.229 -2.807
H -2.567 -2.136 -3.878
H -1.139 -4.852 -1.615
H -0.747 -3.752 -0.309
H -2.427 -4.096 -0.697
Se -2.660 -1.163 1.049
Se -4.485 -2.113 -0.081
Te -5.390 -0.042 -1.139
Se -3.154 0.251 -2.225
O -1.120 -4.540 3.187
S 0.035 -3.705 3.274
O 0.539 -3.291 4.542
N -0.267 -2.316 2.354
C 0.499 -2.293 1.342
S 0.584 -1.050 0.117
C 1.475 -3.406 1.178
C 2.400 -3.636 0.173
C 3.186 -4.779 0.270
C 3.043 -5.665 1.333
C 2.103 -5.440 2.334
C 1.336 -4.302 2.225
H 2.504 -2.960 -0.668
H 3.920 -4.987 -0.499
H 3.669 -6.546 1.379
H 1.977 -6.130 3.158
Br -6.164 5.397 1.404
C -4.956 4.052 0.915
C -4.351 4.070 -0.334
C -3.457 3.071 -0.646
N -3.131 2.069 0.189
C -3.768 2.047 1.361
C -4.667 3.013 1.775
H -4.574 4.843 -1.056
H -3.012 3.051 -1.628
H -3.582 1.194 1.997
H -5.133 2.934 2.747